# 1
C18H26F9Na3O24S3 | ωB97M-V/def2-TZVPD

Structure (XYZ):
```
83
Properties=species:S:1:pos:R:3:forces:R:3:lowdin_charge:R:1
Na 1.972 5.738 22.176 0.1 -0.1 -0.2 0.53
Na -3.178 4.977 20.208 0.8 0.0 0.3 0.74
Na 0.123 7.421 18.415 0.7 -0.2 0.7 0.55
C 3.978 5.412 18.234 -0.2 -0.1 0.1 -0.65
F 4.021 5.835 16.970 0.0 -0.1 -0.2 0.14
F 2.974 4.510 18.323 0.1 0.1 -0.1 0.09
F 5.114 4.773 18.504 0.0 0.0 0.0 0.15
S 3.721 6.826 19.370 0.5 0.9 -0.4 0.49
O 4.704 7.761 18.925 0.3 0.2 -0.1 -0.26
O 2.350 7.259 19.128 -0.6 -0.5 -0.1 -0.33
O 3.965 6.253 20.670 -0.7 -0.5 0.9 -0.30
C -1.953 8.666 22.387 -0.1 0.1 0.1 -0.65
F -1.576 9.936 22.296 -0.1 0.0 0.0 0.15
F -2.010 8.327 23.674 -0.1 0.0 0.0 0.14
F -3.188 8.549 21.871 0.1 0.1 0.0 0.12
S -0.766 7.572 21.482 0.6 0.0 0.4 0.54
O -0.037 8.464 20.609 -0.5 -0.2 -0.6 -0.28
O 0.043 6.986 22.528 0.0 -0.1 0.1 -0.29
O -1.618 6.597 20.814 -0.5 0.2 -0.4 -0.34
C 0.216 2.389 18.855 -0.2 0.1 -0.3 -0.63
F 1.279 2.382 18.039 -0.3 -0.1 0.3 0.12
F -0.885 2.179 18.117 0.4 -0.1 0.2 0.14
F 0.347 1.407 19.752 0.0 0.2 -0.3 0.15
S 0.016 4.001 19.710 -0.1 0.6 0.6 0.53
O -1.233 3.788 20.415 -0.6 -0.1 -0.1 -0.32
O 1.150 4.167 20.584 0.3 -0.2 0.1 -0.28
O -0.055 4.991 18.653 -0.2 0.1 -0.6 -0.29
C 1.003 5.956 15.765 0.1 -1.5 0.8 -0.13
C 0.695 4.450 15.674 -0.2 0.3 -0.5 -0.10
O 0.727 4.218 14.253 0.0 0.0 0.3 0.07
C 1.443 5.199 13.670 -0.1 0.1 0.3 -0.56
O 1.801 5.205 12.544 0.1 0.1 -0.3 0.18
O 1.703 6.193 14.571 0.0 0.3 -0.5 0.08
H 1.671 6.075 16.615 -0.1 0.6 0.0 0.10
H 0.078 6.533 15.842 0.1 0.3 -0.2 0.13
H -0.291 4.180 16.037 0.0 -0.1 0.1 0.13
H 1.474 3.855 16.143 0.0 0.0 0.1 0.11
C -0.450 -2.994 18.751 0.5 0.0 -1.6 -0.10
C 0.108 -1.563 18.642 -0.9 -0.7 2.0 -0.12
O -1.029 -0.843 18.160 0.4 0.1 -0.9 0.04
C -2.139 -1.614 18.183 0.3 0.0 0.5 -0.57
O -3.210 -1.257 17.819 -0.2 0.1 -0.1 0.17
O -1.871 -2.815 18.740 0.2 0.0 0.1 0.07
H -0.099 -3.601 19.577 -0.3 0.2 0.4 0.12
H -0.190 -3.523 17.825 -0.1 -0.1 0.2 0.13
H 1.026 -1.514 18.071 -0.3 0.3 -0.5 0.12
H 0.277 -1.171 19.651 0.3 0.0 -0.2 0.12
C 2.788 -2.484 20.895 -0.1 -0.9 0.6 -0.03
O 3.049 -1.571 19.848 -0.3 -0.4 -0.4 0.00
C 3.451 -0.357 20.198 0.6 0.1 0.1 -0.62
O 3.632 0.010 21.330 -0.1 0.3 0.0 0.12
O 3.669 0.337 19.088 -0.4 0.0 0.0 0.01
C 3.922 1.739 19.275 0.1 -0.1 0.3 -0.02
H 2.619 -1.998 21.854 0.1 0.2 -0.1 0.10
H 3.608 -3.199 21.008 0.1 0.3 -0.1 0.10
H 1.909 -3.081 20.650 0.0 0.3 -0.2 0.08
H 4.913 1.879 19.700 0.1 0.1 -0.1 0.11
H 3.182 2.164 19.952 0.0 0.0 -0.1 0.08
H 3.828 2.184 18.294 0.1 0.0 0.0 0.08
C 1.640 1.984 22.725 0.2 0.5 0.3 -0.01
O 0.265 2.348 22.979 0.0 -0.5 0.4 0.03
C 0.077 3.434 23.698 0.1 0.2 -0.2 -0.61
O 0.930 4.236 24.021 0.1 0.2 -0.2 0.10
O -1.206 3.532 24.021 0.0 -0.1 0.0 0.02
C -1.545 4.721 24.740 -0.5 0.2 0.2 -0.02
H 2.291 2.445 23.468 -0.1 0.1 -0.1 0.10
H 1.869 2.366 21.738 0.3 -0.3 0.0 0.05
H 1.767 0.914 22.830 -0.4 -0.1 -0.3 0.09
H -0.940 4.842 25.635 0.2 0.0 -0.1 0.10
H -2.583 4.608 25.050 0.0 -0.1 -0.1 0.10
H -1.458 5.592 24.092 0.2 0.0 0.1 0.08
C 1.258 0.336 15.656 0.2 0.2 -0.2 -0.02
O -0.110 0.196 15.277 0.3 0.3 -0.3 0.02
C -0.546 -1.027 15.056 -0.4 -0.7 0.3 -0.63
O -0.014 -2.067 15.380 0.1 0.4 0.0 0.11
O -1.718 -0.939 14.436 0.0 0.1 0.0 0.01
C -2.394 -2.179 14.228 0.0 -0.1 -0.1 -0.03
H 1.514 1.359 15.388 0.0 0.0 0.2 0.09
H 1.914 -0.326 15.092 -0.2 -0.2 0.1 0.11
H 1.391 0.180 16.723 0.0 0.0 0.0 0.07
H -2.730 -2.587 15.180 -0.1 0.0 0.0 0.09
H -1.746 -2.899 13.730 0.0 0.0 0.0 0.10
H -3.237 -1.937 13.590 -0.1 0.0 0.1 0.10
```
Forces are in eV/Å.

Calculated total energy (Eh): -5087.8506
HOMO-LUMO gap (eV): 8.41
LUMO (Eh): -0.056
HOMO (eV): -9.93
Molecular weight (g mol⁻¹): 962.5

***

# 2
C18H26N2O3S | ωB97M-V/def2-TZVPD

Structure (XYZ):
```
50
Properties=species:S:1:pos:R:3:forces:R:3:nbo_charge:R:1
C -6.238 -0.515 1.214 0.0 -0.1 0.0 -0.63
C -4.864 -0.516 0.621 0.1 0.0 0.0 0.02
C -4.646 -0.059 -0.675 0.1 0.0 0.1 -0.22
C -3.375 -0.074 -1.224 -0.1 0.1 -0.2 -0.17
C -2.323 -0.556 -0.472 0.7 0.0 -0.3 -0.39
C -2.512 -1.020 0.816 0.0 -0.1 0.2 -0.12
C -3.785 -0.998 1.358 0.1 0.0 -0.1 -0.23
H -3.945 -1.357 2.363 0.0 0.0 0.1 0.22
H -1.665 -1.396 1.370 0.1 -0.1 0.2 0.24
S -0.669 -0.494 -1.136 0.2 0.1 -0.3 2.34
O -0.711 -0.456 -2.569 -0.3 0.2 0.1 -0.94
O 0.135 -1.495 -0.503 -0.3 0.1 0.3 -0.94
N -0.066 0.988 -0.657 -0.1 -0.7 -0.2 -0.68
C -0.561 2.176 -1.320 -0.2 0.4 -0.6 -0.22
C 0.180 3.295 -0.589 -0.1 -0.2 0.0 -0.41
H -0.361 4.238 -0.637 0.0 0.0 -0.1 0.22
H 1.164 3.437 -1.033 0.0 0.0 0.0 0.21
C 0.313 2.770 0.852 0.0 0.0 0.0 -0.39
H 1.325 2.908 1.231 0.0 0.0 0.0 0.22
C -0.039 1.268 0.767 0.0 -0.3 0.8 -0.16
H -1.022 1.086 1.228 0.2 0.0 0.0 0.21
C 0.979 0.376 1.484 -0.3 0.4 -0.1 0.70
O 0.756 -0.083 2.585 -0.2 -0.1 0.3 -0.63
N 2.132 0.258 0.812 0.5 0.0 -0.3 -0.63
H 2.118 0.542 -0.156 -0.1 0.0 0.1 0.41
C 3.188 -0.652 1.209 0.2 -0.2 0.4 -0.06
C 3.248 -1.861 0.270 -0.2 0.1 -0.1 -0.41
C 3.751 -1.477 -1.120 0.2 -0.2 0.2 -0.40
C 5.101 -0.771 -1.038 -0.2 0.2 -0.2 -0.40
C 5.006 0.466 -0.150 0.2 -0.2 0.2 -0.40
C 4.532 0.082 1.249 -0.2 0.1 -0.1 -0.40
H 4.438 0.973 1.873 0.0 0.0 0.1 0.21
H 5.270 -0.576 1.711 0.1 0.0 0.0 0.20
H 5.982 0.952 -0.082 -0.1 0.1 0.0 0.21
H 4.312 1.183 -0.594 0.0 0.1 -0.1 0.19
H 5.436 -0.487 -2.038 0.1 -0.1 0.0 0.21
H 5.842 -1.456 -0.619 0.1 0.0 0.0 0.19
H 3.019 -0.832 -1.610 -0.1 0.0 -0.1 0.19
H 3.841 -2.378 -1.729 -0.1 0.0 -0.1 0.21
H 2.248 -2.287 0.188 0.1 -0.1 0.1 0.24
H 3.915 -2.607 0.707 0.0 -0.1 0.0 0.20
H 2.921 -0.985 2.218 0.1 0.1 -0.2 0.24
H -0.372 3.277 1.530 0.0 0.0 0.0 0.22
H -0.336 2.111 -2.383 -0.1 0.1 0.0 0.23
H -1.648 2.279 -1.189 0.0 0.0 0.0 0.18
H -3.186 0.263 -2.232 -0.1 0.1 -0.1 0.24
H -5.477 0.311 -1.258 -0.1 0.0 -0.1 0.22
H -6.210 -0.182 2.249 -0.1 0.0 0.1 0.22
H -6.646 -1.526 1.202 -0.1 0.0 0.0 0.23
H -6.908 0.129 0.651 -0.1 0.0 0.0 0.22
```
Forces are in eV/Å.

Calculated total energy (Eh): -1434.9499
HOMO-LUMO gap (eV): 9.92
LUMO (Eh): 0.024
HOMO (eV): -9.26
Molecular weight (g mol⁻¹): 350.5
Structure (SMILES): Cc1ccc(S(=O)(=O)N2CCC[C@@H]2C(=O)NC2CCCCC2)cc1
ΔE to the lowest compared entry with this formula, charge and spin (kJ/mol): 0.00